[1]
A structure of composition C30H39NdO7Si, computed with wB97M-V/def2-TZVPD.

Geometry as XYZ:
```
78
Properties=species:S:1:pos:R:3:forces:R:3:mulliken_spin:R:1
H -1.093 4.004 0.723 0.059 0.032 0.017 0.000
H 3.001 0.837 4.172 -0.009 -0.002 -0.016 0.000
H -3.501 -0.314 4.072 -0.012 0.024 0.018 0.000
C 2.406 0.288 3.452 -0.006 -0.034 -0.018 -0.001
H -1.099 -1.030 -3.632 0.020 0.021 -0.001 0.000
C 2.635 -1.121 -3.024 -0.001 -0.039 0.051 -0.001
O -2.106 0.260 2.641 -0.009 -0.054 0.018 0.000
H -0.814 3.310 2.823 0.084 0.031 0.003 0.000
H -4.467 0.537 -1.393 -0.064 -0.001 0.062 0.000
H -2.450 -2.139 -3.336 -0.039 -0.031 -0.036 0.000
H -3.162 0.446 -3.466 0.005 -0.037 -0.034 0.000
C -0.779 2.240 2.613 -0.082 -0.021 -0.025 0.004
C 1.779 -0.116 1.139 0.018 -0.133 -0.073 -0.001
O -2.823 -1.959 1.262 -0.054 -0.115 0.070 0.002
H 1.505 -0.974 4.944 0.013 0.012 -0.029 0.000
H -1.771 1.228 -2.666 0.043 0.028 -0.032 0.000
C 4.649 3.127 -1.912 -0.016 -0.010 0.013 0.000
Si 1.864 0.304 -0.728 0.316 0.111 0.261 0.003
H -0.756 2.891 -0.619 0.072 -0.006 -0.054 -0.002
H 0.246 -2.308 3.289 0.009 -0.026 -0.006 0.000
O -0.708 2.011 1.198 -0.126 0.243 0.056 -0.012
C -1.993 1.566 3.216 -0.062 -0.031 0.017 0.001
C 3.208 -2.215 -0.959 -0.020 0.014 -0.070 -0.001
H 2.728 5.142 0.017 0.009 -0.005 -0.015 0.000
C 0.851 -1.471 2.963 -0.100 0.026 0.030 -0.003
C 2.638 -1.123 -1.619 -0.001 -0.088 -0.186 0.000
H -2.913 2.119 3.021 -0.040 0.021 -0.016 0.000
C 3.749 -3.276 -1.675 -0.003 0.001 -0.017 0.000
C -2.778 -3.330 0.825 0.030 0.044 0.087 0.001
H -4.163 -2.348 2.802 -0.020 -0.020 0.006 0.000
H -4.158 0.074 2.465 -0.019 0.009 -0.025 0.000
O 0.272 0.436 -1.110 -0.016 -0.122 -0.047 -0.003
H -4.015 2.161 -1.926 0.018 0.037 0.032 0.000
H 0.539 -1.879 0.898 0.133 -0.160 0.010 -0.013
C 0.949 -1.155 1.610 0.952 -0.346 0.220 0.021
C -1.280 3.004 0.328 -0.037 -0.051 0.076 0.003
C 3.958 1.933 -1.749 -0.032 0.033 0.066 0.000
C -2.360 -3.347 -0.616 0.016 -0.036 0.067 0.001
C 2.376 3.052 -0.326 0.072 -0.020 -0.055 0.000
C 2.806 1.876 -0.958 0.010 0.155 -0.024 0.000
H 0.136 1.826 3.031 0.061 -0.049 -0.030 -0.002
H 4.326 1.037 -2.236 -0.018 0.028 0.007 0.000
O -1.138 -2.608 -0.717 0.070 0.044 -0.160 -0.007
C 3.730 -3.260 -3.063 -0.003 0.012 0.014 0.000
H -3.128 -2.885 -1.237 -0.026 0.008 -0.025 -0.001
H 2.214 -0.276 -3.564 0.026 -0.044 0.030 0.000
H -2.200 -4.377 -0.938 0.001 -0.023 -0.050 0.000
H -2.067 -3.878 1.448 0.038 -0.014 0.027 0.000
C -3.204 -1.852 2.642 0.014 -0.047 -0.059 0.001
O -2.253 -0.644 -1.938 0.030 0.153 0.015 -0.001
H -0.531 -3.412 -2.550 -0.072 -0.040 -0.014 0.000
H 0.282 -1.946 -1.997 0.133 -0.017 0.025 -0.006
Nd -1.142 -0.261 0.306 -1.036 0.349 -0.414 3.001
H -1.865 1.482 4.297 -0.014 0.012 0.039 0.000
H 4.160 -4.083 -3.619 -0.010 0.015 0.009 0.000
H -3.147 3.474 -0.595 -0.021 -0.010 -0.034 0.000
H -3.305 2.957 1.081 -0.072 -0.009 0.019 0.000
H 3.244 -2.238 0.125 0.006 -0.001 -0.016 0.000
H 4.744 5.209 -1.410 -0.003 -0.014 0.000 0.000
H 4.196 -4.112 -1.150 -0.009 0.015 -0.013 0.000
H -2.446 -2.340 3.260 0.024 -0.016 0.014 0.000
H 3.174 1.384 1.775 -0.014 -0.034 0.033 0.000
H 1.501 3.027 0.317 0.023 0.007 -0.023 0.001
C 2.508 0.592 2.098 -0.131 0.081 0.079 0.004
C -3.631 1.218 -1.541 -0.064 0.010 0.068 -0.001
H 3.178 -2.157 -4.823 0.000 -0.005 0.035 0.000
C 1.566 -0.731 3.890 0.043 0.070 0.043 0.000
C 3.175 -2.179 -3.740 -0.008 0.013 0.031 0.000
C 3.066 4.243 -0.484 -0.017 -0.035 0.005 0.000
C -2.657 0.608 -2.512 -0.044 -0.106 -0.009 0.002
O -3.010 1.414 -0.245 0.175 0.127 -0.222 0.002
C -0.678 -2.440 -2.077 -0.079 -0.013 0.117 0.007
C -3.329 -0.400 2.997 0.031 0.070 0.032 0.001
C -1.651 -1.570 -2.861 -0.040 0.071 -0.006 0.000
H -3.765 -3.782 0.929 -0.041 -0.032 0.030 0.000
H 5.539 3.157 -2.527 -0.018 -0.004 0.009 0.000
C 4.203 4.280 -1.284 -0.008 -0.008 0.004 0.000
C -2.764 2.781 0.153 -0.037 -0.020 -0.009 0.001
```
Forces are in eV/Å.

HOMO energy (alpha / beta)   -13.6 / -13.6 eV
Multiplicity   4
Net charge   +2
Orbital gap (alpha / beta)   8.67 / 8.95 eV


[2]
A structure of composition C30H40BCl5N12O3SW, computed with wB97M-V/def2-TZVPD.

Geometry as XYZ:
```
93
Properties=species:S:1:pos:R:3:forces:R:3:mulliken_spin:R:1
W -0.342 -0.408 0.362 0.041 0.105 -0.205 0.785
H 3.204 4.628 -1.487 -0.092 0.026 -0.003 0.000
H 4.704 2.812 0.485 -0.014 0.039 0.015 0.000
H 1.519 -1.337 4.760 -0.042 -0.037 -0.149 0.001
H 1.357 4.096 1.386 0.011 0.015 0.039 0.000
C 3.127 -2.651 -3.762 -0.013 -0.016 0.019 0.000
C -1.561 0.549 -2.352 -0.058 -0.030 -0.020 -0.006
N 2.803 2.234 -0.074 -0.020 0.214 -0.086 -0.003
C 0.952 -4.752 0.198 -0.061 0.094 -0.002 -0.008
Cl -0.092 -7.113 -0.557 -0.011 0.033 -0.004 -0.001
H 4.275 0.792 -0.007 -0.088 -0.021 -0.184 0.000
H -0.055 3.883 0.364 0.010 0.023 -0.009 0.000
C 1.125 -1.283 -4.058 0.055 0.058 0.049 0.001
O 2.752 0.061 3.431 -0.222 -0.204 0.088 0.003
H -4.107 -3.652 2.413 -0.032 -0.091 0.020 0.001
C 2.528 -2.735 -2.350 0.095 0.109 -0.033 0.003
H 3.626 -3.584 -4.016 0.001 0.020 0.013 0.000
C -6.505 2.734 0.714 0.228 0.022 -0.008 0.000
H -0.674 0.266 -2.875 0.187 -0.036 -0.038 0.012
C -6.941 1.408 0.915 0.030 0.077 -0.030 0.000
H -0.323 2.071 -0.182 0.276 -0.119 0.018 0.011
N -2.093 -1.329 1.233 -0.019 -0.142 0.213 -0.022
H -5.292 -1.278 1.651 0.022 -0.024 -0.033 0.000
C -2.311 -2.572 1.747 -0.060 0.086 0.142 0.004
C -1.239 -3.292 -0.683 -0.178 -0.384 -0.051 -0.007
H 2.658 0.176 -0.369 0.139 0.135 -0.039 0.002
N -5.929 0.576 1.005 0.084 -0.053 -0.025 0.000
H 4.726 5.026 -0.709 0.024 0.030 0.013 0.000
H 1.397 -3.238 -4.938 -0.031 -0.029 -0.004 0.000
H 1.423 4.589 -0.298 0.051 0.058 -0.031 0.000
H 4.639 3.669 -1.815 0.009 0.034 0.019 0.000
B -3.448 0.737 0.818 0.148 -0.064 -0.030 0.061
C -4.261 -1.593 1.625 0.003 -0.044 0.173 -0.005
N 1.071 -1.264 3.850 -0.228 -0.080 0.022 0.000
N -4.801 1.333 0.884 -0.239 0.099 0.055 -0.003
C 3.362 0.983 -0.574 -0.058 -0.298 -0.073 0.020
C -0.568 1.777 2.779 -0.133 -0.070 -0.038 0.011
C -0.125 -5.422 -0.388 0.025 0.140 0.015 0.001
Cl 2.317 -5.654 0.699 -0.009 0.100 0.006 0.000
C -3.498 1.345 -1.715 0.085 -0.038 0.022 -0.007
C -1.488 2.618 3.378 0.074 -0.052 -0.037 0.000
H 3.455 3.912 1.008 -0.013 0.031 -0.037 0.000
C -0.214 -2.592 -0.017 0.115 0.134 0.420 0.015
H 3.949 0.073 -2.416 0.034 -0.135 -0.085 0.001
C 1.656 -0.478 2.952 0.268 0.259 0.296 0.020
C 1.507 2.447 0.027 -0.341 0.112 -0.011 0.010
H 1.639 -0.332 -3.941 0.094 0.100 -0.041 0.000
H -3.653 2.790 2.858 -0.101 0.040 -0.008 0.000
H -7.949 1.039 1.000 -0.046 -0.023 -0.009 0.000
H 0.156 -1.143 -4.532 -0.053 0.011 0.010 0.000
H -7.108 3.615 0.604 -0.042 0.103 -0.007 0.000
S 0.875 -1.971 -2.410 -0.001 -0.009 -0.211 0.003
N -1.157 1.046 1.813 -0.096 0.210 0.037 -0.008
O 0.884 -0.747 -1.409 -0.125 0.011 0.033 0.037
C -3.641 -2.777 2.002 0.214 -0.020 0.001 0.000
C -1.211 -4.680 -0.867 0.010 0.126 0.017 -0.005
C -2.672 2.376 2.710 0.025 -0.068 -0.101 0.004
H -1.324 3.306 4.186 0.022 0.056 0.078 0.001
C -5.140 2.647 0.695 -0.297 -0.015 0.029 0.000
H 0.479 1.689 2.985 0.141 -0.014 0.040 0.002
Cl 2.359 -2.622 0.955 -0.034 -0.202 0.027 -0.001
H -0.870 -1.658 4.098 0.202 0.001 -0.035 0.000
Cl -2.587 -2.460 -1.381 0.021 -0.377 -0.229 0.000
C -2.676 1.180 -2.831 0.072 -0.075 0.079 -0.007
H -4.478 1.781 -1.632 -0.089 0.039 0.009 0.000
H 2.348 -1.974 -5.693 0.006 0.002 -0.004 0.000
Cl -2.486 -5.504 -1.653 0.024 0.148 0.021 0.000
N -2.449 1.457 1.763 -0.048 -0.091 0.064 -0.020
H 2.371 -3.758 -2.012 0.005 -0.008 -0.011 -0.001
H 3.877 -1.862 -3.803 0.004 0.039 0.005 0.000
C 4.098 4.202 -1.039 0.028 -0.001 0.027 0.000
H 3.082 -2.198 -1.581 0.016 -0.045 -0.096 0.002
N -2.885 0.855 -0.647 -0.062 -0.263 0.083 -0.041
H 4.526 1.714 -2.264 -0.006 -0.039 0.007 0.000
C 3.792 3.316 0.163 0.001 0.005 0.039 0.000
C 0.904 -3.356 0.346 0.034 -0.301 0.053 0.005
H 4.400 1.205 3.240 -0.041 -0.035 -0.017 0.000
H -2.883 1.481 -3.841 -0.013 0.030 -0.092 0.001
H 3.067 1.663 2.137 0.083 -0.134 0.116 0.001
C 3.682 1.063 -2.057 -0.045 -0.060 -0.062 -0.001
H 0.076 -2.971 3.740 0.035 0.206 -0.029 0.001
O 1.241 -0.202 1.799 -0.533 -0.316 -0.459 0.082
N 0.543 1.536 -0.154 -0.093 0.003 -0.089 0.001
N -0.083 -1.984 3.538 0.146 0.049 0.027 0.007
H -4.395 3.410 0.558 0.088 0.106 -0.009 0.000
H -1.496 -3.241 1.915 0.122 -0.106 0.008 0.003
H 4.041 0.186 1.817 -0.042 0.060 0.163 0.000
N -3.336 -0.742 1.197 0.031 0.174 -0.120 -0.008
C 1.031 3.835 0.378 0.114 0.000 -0.014 -0.001
C 3.619 0.837 2.581 0.003 -0.022 0.140 0.000
N -1.688 0.303 -1.018 0.191 0.604 0.112 0.045
H 2.821 1.424 -2.621 -0.032 -0.021 -0.017 0.000
C 1.988 -2.343 -4.735 0.015 0.032 0.042 0.000
```
Forces are in eV/Å.

HOMO energy (alpha / beta)   -16.1 / -16.1 eV
Multiplicity   2
Relative energy (zero: lowest compared OMol25 entry of this formula, charge and spin)   26.63 kcal/mol
Net charge   +3
Orbital gap (alpha / beta)   5.69 / 6.16 eV


[3]
A structure of composition C30H40BN6O2S2Ti, computed with wB97M-V/def2-TZVPD.

Geometry as XYZ:
```
82
Properties=species:S:1:pos:R:3:forces:R:3:lowdin_charge:R:1
Ti 0.219 0.444 0.814 -0.094 -0.421 0.160 0.944
H 1.900 4.362 4.044 0.000 -0.001 0.001 0.120
C -1.048 -1.396 -6.844 -0.001 0.000 0.000 -0.037
H -2.460 -0.098 -4.912 0.002 0.001 0.001 0.119
H -3.893 4.256 0.824 0.001 -0.003 0.004 0.093
H -2.241 -4.006 -1.019 -0.005 0.004 -0.012 0.075
C 5.008 -4.690 0.157 -0.011 0.004 -0.003 -0.084
N -0.429 2.672 2.545 0.051 0.077 -0.077 0.033
H -4.213 1.682 3.892 0.001 0.001 -0.002 0.088
C -0.838 -1.948 -2.610 0.006 0.010 -0.005 -0.408
H 6.212 -2.088 1.949 0.005 0.001 -0.002 0.105
H 3.816 2.522 3.140 -0.003 -0.002 0.003 0.087
H -0.354 2.396 -3.592 -0.003 -0.007 -0.001 0.087
H 5.092 -5.766 0.072 0.000 0.000 0.001 0.105
C 1.748 2.648 2.645 0.024 -0.060 0.006 -0.291
H -2.325 -0.402 -2.462 0.001 0.001 -0.001 0.115
H -1.798 3.976 4.618 0.001 0.000 0.001 0.088
H -4.573 2.634 0.762 -0.002 -0.002 -0.003 0.070
C -0.019 -2.702 -3.437 -0.017 -0.005 0.004 -0.087
C -0.979 -1.586 -5.356 0.008 -0.004 0.003 -0.250
H 0.509 -2.312 2.509 0.000 -0.002 -0.001 0.078
H 0.948 2.658 -2.429 -0.002 0.002 -0.004 0.090
H -0.073 -1.114 -7.244 0.000 -0.001 0.000 0.090
H -0.888 -3.403 2.590 0.000 -0.004 0.008 0.081
C -4.336 0.770 3.308 0.005 0.005 0.014 -0.002
H -1.346 -2.322 -7.337 0.000 0.000 0.000 0.091
C -4.037 3.385 0.184 0.006 0.015 0.003 -0.002
H -0.185 -2.766 4.068 0.003 0.000 -0.001 0.092
N 0.694 2.041 2.098 -0.136 -0.003 0.008 -0.009
C -3.030 0.092 3.075 0.043 -0.058 0.034 -0.248
S 2.920 -1.791 -1.683 0.079 -0.352 -0.463 0.880
H -2.726 3.301 -2.485 0.000 0.002 0.000 0.119
N -0.711 1.973 -0.292 -0.131 -0.080 0.056 -0.012
N -1.808 2.296 0.470 0.071 0.175 0.096 0.044
C 5.642 -2.627 1.203 -0.005 -0.001 -0.002 -0.080
O 1.604 -0.282 0.535 0.354 0.263 0.157 -0.361
H -4.816 1.037 2.367 0.001 0.000 0.000 0.077
C -1.717 -1.005 -3.126 -0.009 -0.001 0.000 -0.075
H -1.645 5.137 3.301 -0.002 -0.003 -0.001 0.090
N -0.924 -0.187 2.459 -0.143 0.085 -0.138 -0.009
C 4.062 -2.614 -0.612 -0.048 0.119 0.101 -0.536
H -2.430 -3.076 0.499 0.005 -0.012 -0.002 0.050
C -2.236 2.897 -1.616 -0.014 -0.006 0.007 0.038
C -2.734 2.867 -0.320 0.010 -0.018 -0.036 -0.251
C -0.424 -2.520 3.033 -0.003 0.006 -0.011 -0.002
H 3.490 2.647 1.412 0.002 0.005 0.002 0.091
H -3.088 -2.425 -1.036 0.000 0.005 0.012 0.070
C 4.171 -3.997 -0.706 0.006 -0.009 -0.006 -0.116
H 0.685 -3.408 -3.018 0.014 0.007 0.001 0.096
C -1.339 -1.344 2.970 0.076 -0.012 0.028 -0.315
O -1.001 -0.809 -0.260 -0.058 0.166 0.017 -0.591
H -1.764 -0.622 -7.115 0.000 0.000 0.001 0.079
H 3.831 -0.196 -3.223 -0.028 0.004 -0.001 0.032
H 3.234 0.595 -1.741 0.020 0.005 0.022 0.019
H 3.188 1.123 2.246 0.001 0.002 -0.011 0.067
H 4.677 -0.860 0.465 0.003 0.002 -0.002 0.099
H 0.307 1.031 -2.687 0.003 -0.003 0.005 0.072
H 3.613 -4.527 -1.468 0.016 0.002 -0.011 0.097
C -1.779 -0.831 -4.498 0.001 0.001 -0.001 -0.023
C 0.039 2.088 -2.626 -0.011 -0.009 -0.005 0.000
B -1.794 2.184 2.046 -0.132 -0.014 -0.050 -0.459
N -1.969 0.696 2.514 -0.026 0.130 0.011 0.043
C 3.141 2.207 2.347 0.000 0.003 0.004 -0.009
H -0.576 5.248 4.701 -0.001 0.002 -0.002 0.087
C 4.790 -1.932 0.359 -0.022 0.005 0.029 -0.106
C 1.299 3.687 3.460 0.001 0.016 -0.006 0.043
H -5.002 0.101 3.848 0.000 0.001 0.002 0.089
H 6.417 -4.547 1.769 -0.001 0.000 0.001 0.104
C -1.084 4.557 4.034 -0.001 0.007 -0.003 -0.005
C -2.293 -3.011 -0.580 0.003 0.001 0.023 -0.195
H 4.781 -0.270 -1.733 0.012 -0.025 -0.029 0.039
C -0.968 2.322 -1.550 0.054 0.001 -0.003 -0.313
H 0.535 -3.103 -5.461 -0.001 -0.001 0.000 0.126
H -3.277 -1.953 3.867 -0.001 0.001 0.000 0.121
C 5.753 -4.007 1.107 0.002 0.000 0.006 -0.088
H -4.661 3.680 -0.657 0.002 0.005 0.001 0.089
C -0.084 3.674 3.371 0.003 -0.016 0.018 -0.244
C -0.102 -2.520 -4.808 -0.006 -0.001 -0.006 -0.018
S -0.729 -2.193 -0.862 0.060 -0.051 -0.053 1.015
C -2.664 -1.211 3.385 -0.012 0.004 -0.010 0.039
C 3.772 -0.264 -2.139 -0.023 0.056 0.109 -0.359
H -2.684 2.843 2.481 -0.007 -0.012 0.004 0.119
```
Forces are in eV/Å.

HOMO energy   -9.9 eV
Multiplicity   1
Net charge   +1
Orbital gap   7.50 eV


Result set for electronic energy: -2543.80444; -4840.26579; -3316.92340 a.u., one per record in the order listed.
Result set for strongest force on any atom: 0.023; 0.015; 0.011 Eh/bohr, one per record in the order listed.